Formula: C25H18F5N4O2Zr
Source: OMol25
Level of theory: ωB97M-V/def2-TZVPD

Calculated values
- Total charge: +3
- ΔE to the lowest compared entry with this formula, charge and spin: 4.2 kcal/mol
- E_LUMO: -10.61 eV
- Frontier orbital gap: 0.251 Eh

Positions of all 55 atoms, in Å:
1 Zr 0.20565 0.31131 0.00004
2 C -0.51879 -2.67349 -0.13989
3 N 0.73879 -1.85314 -0.28610
4 C 1.79539 -2.27222 0.69339
5 C 1.83156 -1.39808 1.91974
6 C 2.76756 -1.61937 2.91367
7 C 2.69058 -0.87216 4.07933
8 C 1.67547 0.07149 4.21899
9 C 0.81469 0.27769 3.16484
10 N 0.89927 -0.43243 2.01718
11 C 1.30839 -1.96654 -1.66686
12 C 0.41087 -1.28364 -2.65545
13 C 0.37664 -1.65709 -3.98538
14 C -0.47237 -0.98324 -4.85146
15 C -1.28750 0.02192 -4.34383
16 C -1.19185 0.34378 -3.00799
17 N -0.33421 -0.27157 -2.16462
18 C -1.82133 -1.91143 0.02165
19 C -3.01945 -2.56023 -0.21876
20 C -4.21302 -1.91086 0.06426
21 C -4.17951 -0.61568 0.56812
22 C -2.95314 -0.01484 0.74746
23 N -1.78639 -0.64306 0.48353
24 H -0.40652 -3.29799 0.74838
25 H -0.59982 -3.34873 -0.99322
26 H 2.76767 -2.27355 0.20150
27 H 1.60258 -3.30051 1.00738
28 H 3.52583 -2.38135 2.78822
29 H 3.40217 -1.03293 4.87878
30 H 1.56327 0.64701 5.12702
31 H 0.03338 1.02596 3.22266
32 H 1.44417 -3.01908 -1.92665
33 H 2.28810 -1.48414 -1.66540
34 H 1.00120 -2.46799 -4.33634
35 H -0.51450 -1.25159 -5.89899
36 H -1.98933 0.55005 -4.97366
37 H -1.83628 1.10573 -2.59329
38 H -3.02316 -3.57315 -0.60009
39 H -5.15823 -2.41000 -0.10548
40 H -5.08726 -0.08176 0.81107
41 H -2.88429 0.99905 1.12717
42 F 4.86782 4.18785 2.75068
43 C 4.20471 3.37564 1.96674
44 C 2.81078 3.35167 2.02304
45 F 2.13843 4.11789 2.85569
46 C 2.16754 2.47892 1.17598
47 F 0.76616 2.34653 1.16472
48 C 2.81464 1.62393 0.29861
49 O 2.03654 0.79915 -0.44093
50 C 4.20000 1.64842 0.26563
51 F 4.84767 0.82731 -0.54202
52 C 4.88975 2.52942 1.09663
53 F 6.19913 2.55650 1.06606
54 O -1.41357 3.45357 -1.12433
55 C -0.99442 2.47710 -0.79533

Here are the natural (NBO) charges for atoms 1 to 5, given in e:
1 Zr 2.3713
2 C -0.2727
3 N -0.5314
4 C -0.2648
5 C 0.2366


Formula: C25H19BrF2N2ORuTe
Source: OMol25
Level of theory: ωB97M-V/def2-TZVPD

Calculated values
- Total charge: +2
- ΔE to the lowest compared entry with this formula, charge and spin: 0.0 kcal/mol
- E_LUMO (spin up / spin down): -8.46 / -8.46 eV
- Frontier orbital gap (spin up / spin down): 0.202 / 0.202 Eh

Positions of all 52 atoms, in Å:
1 Ru 1.20121 1.05678 -0.21766
2 Br -3.55813 2.51072 -5.65619
3 C -2.20084 1.94653 -4.49780
4 C -1.09196 1.23081 -5.04532
5 C -0.06798 0.78722 -4.26984
6 C -0.07032 1.04538 -2.87534
7 O 0.93413 0.66485 -2.17232
8 C -1.20156 1.74256 -2.30313
9 C -1.34853 1.98982 -0.95433
10 N -0.53469 1.63508 0.06707
11 C -0.90705 1.91295 1.42649
12 C -2.16418 2.20992 1.87738
13 C -2.36045 2.50207 3.24525
14 C -1.31963 2.48181 4.12945
15 C -0.01755 2.13700 3.68956
16 C 1.11826 2.07732 4.52691
17 C 2.33015 1.72202 4.00030
18 C 2.42173 1.40713 2.63796
19 N 1.38338 1.44995 1.82394
20 C 0.17076 1.83471 2.33341
21 C -2.25309 2.20110 -3.17072
22 H -1.07094 1.05298 -6.11292
23 H 0.77826 0.26932 -4.69884
24 H -2.22544 2.55264 -0.65476
25 H -3.01806 2.22744 1.21411
26 H -3.35668 2.74787 3.58498
27 H -1.47865 2.71915 5.17303
28 H 1.02126 2.31686 5.57843
29 H 3.21927 1.67526 4.61181
30 H 3.37069 1.11413 2.20507
31 H -3.09036 2.73809 -2.74501
32 C 1.09499 -2.49771 -1.59633
33 Te 1.99779 -1.42230 -0.00217
34 C 0.59586 -2.40983 1.26575
35 C 0.27471 -3.66028 0.47778
36 C -0.27313 -4.76272 1.12525
37 C -0.58114 -5.90288 0.40206
38 C -0.33280 -5.95187 -0.96390
39 C 0.22161 -4.86026 -1.61112
40 C 0.52191 -3.70733 -0.89368
41 H 1.86709 -2.73540 -2.32462
42 H 0.34934 -1.85326 -2.05669
43 H -0.25178 -1.74286 1.42193
44 H 1.08237 -2.60827 2.21800
45 H -0.45232 -4.73406 2.19260
46 H -1.00182 -6.76114 0.90758
47 H -0.55941 -6.84855 -1.52403
48 H 0.42674 -4.90663 -2.67310
49 F 2.83557 3.36962 0.31981
50 C 2.45137 2.58774 -0.69371
51 F 1.78829 3.33929 -1.58861
52 H 3.33173 2.10925 -1.15377

Here are the natural (NBO) charges for atoms 1 to 5, given in e:
1 Ru 0.6973
2 Br 0.1672
3 C -0.1273
4 C -0.0889
5 C -0.3103


Repeat the second record exactly.
Formula: C25H19BrF2N2ORuTe
Source: OMol25
Level of theory: ωB97M-V/def2-TZVPD

Calculated values
- Total charge: +2
- ΔE to the lowest compared entry with this formula, charge and spin: 0.0 kcal/mol
- E_LUMO (spin up / spin down): -8.46 / -8.46 eV
- Frontier orbital gap (spin up / spin down): 0.202 / 0.202 Eh

Positions of all 52 atoms, in Å:
1 Ru 1.20121 1.05678 -0.21766
2 Br -3.55813 2.51072 -5.65619
3 C -2.20084 1.94653 -4.49780
4 C -1.09196 1.23081 -5.04532
5 C -0.06798 0.78722 -4.26984
6 C -0.07032 1.04538 -2.87534
7 O 0.93413 0.66485 -2.17232
8 C -1.20156 1.74256 -2.30313
9 C -1.34853 1.98982 -0.95433
10 N -0.53469 1.63508 0.06707
11 C -0.90705 1.91295 1.42649
12 C -2.16418 2.20992 1.87738
13 C -2.36045 2.50207 3.24525
14 C -1.31963 2.48181 4.12945
15 C -0.01755 2.13700 3.68956
16 C 1.11826 2.07732 4.52691
17 C 2.33015 1.72202 4.00030
18 C 2.42173 1.40713 2.63796
19 N 1.38338 1.44995 1.82394
20 C 0.17076 1.83471 2.33341
21 C -2.25309 2.20110 -3.17072
22 H -1.07094 1.05298 -6.11292
23 H 0.77826 0.26932 -4.69884
24 H -2.22544 2.55264 -0.65476
25 H -3.01806 2.22744 1.21411
26 H -3.35668 2.74787 3.58498
27 H -1.47865 2.71915 5.17303
28 H 1.02126 2.31686 5.57843
29 H 3.21927 1.67526 4.61181
30 H 3.37069 1.11413 2.20507
31 H -3.09036 2.73809 -2.74501
32 C 1.09499 -2.49771 -1.59633
33 Te 1.99779 -1.42230 -0.00217
34 C 0.59586 -2.40983 1.26575
35 C 0.27471 -3.66028 0.47778
36 C -0.27313 -4.76272 1.12525
37 C -0.58114 -5.90288 0.40206
38 C -0.33280 -5.95187 -0.96390
39 C 0.22161 -4.86026 -1.61112
40 C 0.52191 -3.70733 -0.89368
41 H 1.86709 -2.73540 -2.32462
42 H 0.34934 -1.85326 -2.05669
43 H -0.25178 -1.74286 1.42193
44 H 1.08237 -2.60827 2.21800
45 H -0.45232 -4.73406 2.19260
46 H -1.00182 -6.76114 0.90758
47 H -0.55941 -6.84855 -1.52403
48 H 0.42674 -4.90663 -2.67310
49 F 2.83557 3.36962 0.31981
50 C 2.45137 2.58774 -0.69371
51 F 1.78829 3.33929 -1.58861
52 H 3.33173 2.10925 -1.15377

Here are the natural (NBO) charges for atoms 1 to 5, given in e:
1 Ru 0.6973
2 Br 0.1672
3 C -0.1273
4 C -0.0889
5 C -0.3103


> The highest total charge belongs to which entry?

C25H18F5N4O2Zr


> Which of these has the lowest ΔE to the lowest compared entry with this formula, charge and spin?

C25H19BrF2N2ORuTe


> Among the records above, which one has the lowest total charge?

C25H19BrF2N2ORuTe